(1)
This record from OMol25 describes C14H35ClF2GaN5O10PS as an isolated structure. The level of theory is ωB97M-V/def2-TZVPD.

```
70
Properties=species:S:1:pos:R:3:forces:R:3:nbo_charge:R:1
C -0.383056 3.586133 2.281033 -0.92 -0.35 0.28 -0.615
C -1.337257 3.208286 1.107835 0.35 0.73 0.27 -0.453
C -0.676855 3.217142 -0.294723 0.06 -0.49 0.98 -0.221
F -1.498150 3.999267 -1.140438 -0.10 0.06 -0.28 -0.407
Ga -0.335782 1.389837 -1.151926 0.87 0.63 -0.70 1.163
P -2.207796 -0.027267 -1.269380 0.07 0.13 -0.58 0.277
S -3.531613 0.154050 0.171106 -0.70 -0.26 0.84 -0.756
C 0.207571 1.767914 -3.124117 -0.17 -0.31 1.22 -0.215
F -0.912930 2.303606 -3.817453 -0.01 0.18 -0.19 -0.416
C 1.418316 2.725725 -3.247760 -0.46 -0.82 -1.63 -0.460
C 2.641390 1.983416 -3.877892 0.26 0.40 0.60 -0.608
C 1.255592 0.357631 -0.339409 0.15 0.68 0.39 -0.627
Cl 0.787604 -1.387472 -0.009459 0.37 0.18 -0.25 -0.156
C 1.891263 1.024123 0.932082 0.17 -0.91 -0.07 -0.424
C 1.656337 0.266861 2.268455 0.15 1.31 -0.07 -0.609
H 0.096162 2.688386 2.698405 0.24 0.39 -0.26 0.203
H -1.019679 3.971367 3.097667 0.31 -0.07 -0.18 0.200
H 0.342426 4.373180 2.039251 -0.05 -0.31 -0.10 0.195
H -1.837237 2.268725 1.372241 0.07 0.14 -0.29 0.223
H -2.125641 3.981699 1.081392 0.20 -0.29 -0.13 0.210
H 0.266422 3.792073 -0.205452 -0.24 -0.21 -0.13 0.152
H -2.885654 0.244775 -2.503207 0.49 -0.45 0.18 -0.011
H -1.715688 -1.367977 -1.414903 -0.38 0.41 -0.29 -0.026
H 0.387493 0.787839 -3.598607 0.24 0.48 -0.17 0.146
H 1.654743 3.248462 -2.316886 0.10 -0.30 -0.05 0.202
H 1.113468 3.501197 -3.975364 -0.05 -0.17 0.34 0.209
H 3.117979 2.595142 -4.657344 0.05 -0.13 0.39 0.203
H 2.385756 1.025591 -4.346696 -0.24 0.24 0.18 0.199
H 3.372812 1.770323 -3.084354 0.04 0.04 -0.40 0.203
H 2.058700 0.306308 -1.092613 -0.47 -0.24 0.13 0.206
H 2.986152 1.046804 0.783641 -0.31 0.13 0.07 0.186
H 1.570773 2.071418 1.000251 -0.08 -0.28 0.00 0.206
H 2.377691 -0.542474 2.366102 -0.42 -0.11 -0.04 0.211
H 0.626755 -0.079937 2.407974 0.25 -0.07 -0.18 0.215
H 1.859803 0.979899 3.087073 0.02 -0.33 -0.16 0.199
C -1.455039 -3.622449 0.849977 -0.04 0.20 0.10 -0.486
N -1.667329 -5.034974 1.258274 0.02 0.42 0.05 0.545
O -1.779738 -5.273372 2.437470 -0.04 -0.20 0.31 -0.377
O -1.715081 -5.866204 0.376437 -0.01 -0.34 -0.29 -0.420
H -1.435211 -3.002109 1.738257 -0.01 -0.05 -0.01 0.243
H -0.508185 -3.573960 0.322713 -0.08 -0.08 -0.10 0.246
H -2.280509 -3.341943 0.200414 0.07 0.00 -0.06 0.245
C -7.393027 0.092376 0.698838 0.07 -0.26 -0.16 -0.491
N -7.410313 1.136047 1.753737 0.06 -0.25 -0.13 0.541
O -7.222018 0.785647 2.896069 0.02 -0.06 0.36 -0.382
O -7.617479 2.272108 1.397629 -0.12 0.37 -0.10 -0.385
H -7.199897 -0.867219 1.164444 0.05 0.07 0.05 0.228
H -8.367634 0.102756 0.217445 0.04 0.11 -0.04 0.218
H -6.601824 0.346272 -0.004116 -0.01 0.03 0.03 0.267
C -0.850056 -8.846208 -1.262209 -0.15 0.23 0.27 -0.492
N -0.098246 -8.682864 -2.532634 -0.12 0.05 0.21 0.537
O 0.171502 -7.561439 -2.886776 0.11 0.29 -0.15 -0.360
O 0.194708 -9.695174 -3.130519 0.09 -0.35 -0.18 -0.399
H -1.043111 -7.866280 -0.837982 0.04 0.01 -0.06 0.257
H -1.779866 -9.356257 -1.497828 0.08 -0.10 0.00 0.228
H -0.234557 -9.442551 -0.594580 -0.05 -0.09 -0.08 0.228
C 4.897527 -2.625452 5.031017 0.27 0.05 0.16 -0.486
N 3.656590 -2.130949 4.384187 0.11 0.05 0.08 0.534
O 3.372723 -0.965686 4.532987 0.01 0.24 0.24 -0.365
O 3.015678 -2.934671 3.750349 -0.17 -0.30 -0.16 -0.370
H 5.363945 -1.801388 5.559520 -0.07 0.02 -0.04 0.226
H 4.613811 -3.417768 5.717978 0.01 -0.06 -0.11 0.231
H 5.547403 -3.002040 4.246022 -0.07 -0.10 0.02 0.233
C 3.007332 6.753957 -2.544978 -0.08 0.24 -0.21 -0.486
N 3.390343 5.343834 -2.290709 -0.03 0.13 -0.06 0.539
O 3.923633 4.735003 -3.188490 0.23 -0.11 -0.23 -0.372
O 3.137815 4.900258 -1.195844 -0.02 -0.08 0.36 -0.373
H 3.291452 7.011769 -3.559216 0.01 -0.08 0.02 0.225
H 1.931235 6.828080 -2.411128 0.04 -0.01 0.11 0.244
H 3.535556 7.370797 -1.823278 -0.10 -0.04 0.07 0.228
```
Positions in Å, forces in eV/Å.

Calculated values
Total charge   -1
Orbital gap   6.7 eV
Energy relative to the best compared isomer or geometry (same formula, charge and spin)   19.9 kcal per mole
Highest occupied orbital energy   -0.1712 Eh

(2)
This record from OMol25 describes C32H51N4O5S5Se2Si2TeY as an isolated structure. The level of theory is ωB97M-V/def2-TZVPD.

```
103
Properties=species:S:1:pos:R:3:forces:R:3:mulliken_charge:R:1
Y 0.346310 -0.550998 0.651183 0.12 0.33 0.33 0.351
S 7.584003 -1.139685 -2.161381 0.30 -0.05 -0.12 -0.375
C 5.985156 -1.046406 -1.732866 -0.41 0.11 0.24 0.105
S 5.112186 0.437072 -1.610745 -0.11 -0.37 0.00 -0.157
C 3.548311 -0.208685 -1.117147 0.36 -0.20 -0.21 -0.033
C 3.509438 -1.553160 -0.976721 0.31 0.08 -0.15 0.085
S 2.125939 -2.483513 -0.512615 0.21 -0.41 0.30 -0.549
S 5.011741 -2.402587 -1.306172 -0.02 0.33 -0.10 -0.125
S 2.235683 0.883055 -0.875663 -0.07 0.33 0.20 -0.359
O 1.325865 -2.515517 2.275376 0.19 -0.12 0.17 -0.085
C 1.005617 -2.943588 3.572581 -0.11 0.16 0.12 -1.602
C -0.272498 -2.253889 4.053403 -0.13 -0.13 0.04 2.529
C -0.477398 -2.782367 5.486479 0.13 0.04 -0.10 -1.433
O -1.664926 -2.321817 6.115216 -0.09 -0.03 0.12 -0.582
C -0.156923 -0.711991 4.142550 0.21 0.22 -0.22 -1.244
Se 1.299539 0.254530 3.189567 0.13 0.41 0.44 -0.590
C -1.499242 -2.674649 3.223747 0.10 0.06 -0.28 -1.384
Se -1.428229 -2.623445 1.238489 -0.68 -0.78 -0.12 -0.465
H 2.002895 -3.064500 1.867823 0.03 0.01 -0.21 0.063
H 1.823521 -2.701857 4.267092 0.00 -0.01 -0.02 0.347
H 0.839757 -4.029701 3.587973 0.00 0.00 -0.02 0.448
H 0.400850 -2.503265 6.087972 -0.03 -0.03 0.01 0.462
H -0.550688 -3.872858 5.472653 -0.02 0.01 0.02 0.475
H -1.720008 -1.371854 5.968076 0.03 0.04 -0.07 0.380
H -0.012256 -0.411587 5.184494 -0.02 -0.01 0.00 0.591
H -1.069537 -0.249695 3.771962 -0.12 -0.08 0.11 0.034
H -2.343939 -2.046701 3.504157 0.00 -0.04 0.10 0.370
H -1.760894 -3.706959 3.465509 0.03 0.00 0.06 0.515
O -1.383713 0.063778 -0.909120 -0.14 0.31 0.58 0.418
N -2.472471 0.570978 -0.484606 -0.16 0.06 -0.14 -1.570
N -2.515807 0.785098 0.771157 0.18 -0.10 0.00 1.459
O -1.562556 0.509462 1.608813 0.14 0.18 -0.26 0.018
C -3.682919 1.417380 1.284393 -0.47 0.21 0.11 0.372
C -4.712214 1.842637 0.444255 0.20 -0.09 -0.01 -0.462
C -5.825833 2.452577 0.991465 -0.03 0.02 0.01 -0.640
C -5.926394 2.649716 2.363424 0.01 0.00 0.03 -0.415
C -4.891342 2.236691 3.188252 -0.12 0.06 -0.03 -0.670
C -3.768721 1.624307 2.654521 0.21 -0.12 -0.02 -0.296
H -4.614479 1.697105 -0.620160 -0.03 0.01 -0.03 0.456
H -6.623519 2.784254 0.338180 0.02 -0.01 -0.01 0.364
H -6.804469 3.125781 2.782704 0.01 0.00 0.00 0.374
H -4.957398 2.392599 4.257878 0.03 -0.02 0.00 0.370
H -2.946910 1.300482 3.276916 -0.01 -0.01 -0.02 0.276
C -1.202008 -5.455874 -4.997832 0.08 0.08 0.20 -1.001
Si -0.372461 -5.133714 -3.312120 -0.06 -0.28 -0.10 0.230
C -1.690838 -5.101637 -1.969538 0.22 0.10 -0.14 -0.627
C 0.754936 -6.630194 -2.998047 -0.10 0.20 -0.02 -1.111
C 0.665961 -3.569983 -3.419921 -0.39 -0.07 0.20 -0.704
Te -0.196586 -1.865598 -2.376380 0.07 -0.67 -1.32 0.220
C -1.874660 -1.751546 -3.784600 0.19 0.06 -0.01 -0.869
Si -1.446220 -0.769461 -5.312140 -0.08 0.21 -0.21 0.336
C -2.936908 -0.790677 -6.499088 0.12 0.07 0.13 -1.108
C 0.004115 -1.430061 -6.336784 -0.09 -0.06 0.29 -1.065
C -1.047359 1.003522 -4.799194 -0.10 -0.20 0.00 -0.997
H -1.763422 -6.394284 -4.985582 -0.01 0.01 0.02 0.313
H -0.453000 -5.525273 -5.791774 0.01 0.01 0.01 0.283
H -1.894393 -4.652738 -5.263212 0.01 -0.01 0.00 0.268
H -2.148191 -6.084139 -1.823395 0.03 -0.03 -0.07 0.422
H -2.481650 -4.386376 -2.207295 0.00 0.00 0.02 0.297
H -1.260897 -4.777592 -1.017360 -0.03 0.00 0.02 -0.053
H 0.191166 -7.565073 -3.063782 -0.01 0.01 0.01 0.289
H 1.198769 -6.569918 -2.001541 0.00 0.02 0.00 0.272
H 1.570396 -6.674080 -3.724489 -0.01 0.02 -0.01 0.308
H 0.860577 -3.291595 -4.454159 -0.01 0.05 -0.06 0.270
H 1.625812 -3.729741 -2.930293 0.01 0.07 0.07 0.512
H -2.656311 -1.222145 -3.232145 -0.01 0.01 0.02 0.564
H -2.244406 -2.757582 -3.992777 0.02 0.01 0.01 0.307
H -3.183392 -1.818926 -6.778110 0.01 -0.01 0.01 0.263
H -2.728508 -0.236789 -7.419021 0.01 0.01 0.01 0.298
H -3.823417 -0.351544 -6.034397 0.01 -0.01 0.01 0.297
H -0.101700 -2.498678 -6.540617 0.00 -0.01 0.00 0.272
H 0.950766 -1.276289 -5.813939 0.00 -0.03 0.02 0.327
H 0.061630 -0.911856 -7.297429 -0.05 0.05 0.02 0.376
H -1.912574 1.485207 -4.334994 0.00 -0.01 0.00 0.230
H -0.721946 1.622769 -5.638720 -0.01 -0.04 -0.04 0.481
H -0.243285 0.981309 -4.058102 0.01 0.00 -0.01 0.183
C 0.690738 7.599519 -2.230588 -0.02 -0.13 -0.06 -1.063
C 0.511269 6.153092 -2.687798 0.05 0.12 0.06 -0.638
N -0.877870 5.786781 -2.904906 -0.10 0.09 0.01 0.317
C -1.553604 6.352474 -4.066677 -0.15 0.02 0.11 -0.781
C -2.598347 7.399079 -3.684682 0.11 -0.08 -0.03 -1.097
C -1.561669 4.837097 -2.195692 0.10 -0.21 -0.26 -0.025
O -2.663304 4.450632 -2.558728 0.02 0.10 0.09 -0.670
C -0.907538 4.286805 -0.967891 -0.05 0.12 0.24 -0.036
C -0.703215 5.080250 0.155038 -0.01 -0.06 -0.05 0.137
C -0.152224 4.507792 1.288125 -0.02 0.02 -0.05 -1.317
C 0.165177 3.156062 1.265230 -0.02 0.15 0.07 -0.354
N -0.046386 2.389852 0.199036 0.06 -0.05 0.10 0.856
C -0.568959 2.940327 -0.888585 0.04 0.07 -0.20 -0.908
H 1.746077 7.798742 -2.037967 -0.01 0.02 0.00 0.407
H 0.128402 7.785333 -1.315314 0.01 0.02 0.02 0.208
H 0.346082 8.298756 -2.994839 -0.01 0.02 0.02 0.297
H 0.943345 5.476955 -1.955778 0.00 -0.05 -0.01 0.369
H 1.056747 6.006062 -3.625551 0.00 -0.07 0.02 0.436
H -2.048094 5.540044 -4.600636 0.06 0.00 -0.05 0.368
H -0.792005 6.787575 -4.715566 0.03 -0.02 0.00 0.432
H -3.362157 6.931867 -3.065557 -0.03 0.02 0.01 0.288
H -3.074115 7.805491 -4.579683 -0.01 0.01 0.02 0.396
H -2.144375 8.219088 -3.125948 -0.01 0.02 -0.01 0.262
H -0.993212 6.125057 0.143345 0.04 0.03 -0.01 0.543
H 0.023992 5.092407 2.181385 -0.01 -0.02 0.01 0.449
H 0.587836 2.658215 2.132951 -0.04 -0.05 -0.02 0.140
H -0.711311 2.285467 -1.741810 -0.03 -0.03 0.04 1.070
```
Positions in Å, forces in eV/Å.

Calculated values
Total charge   -2
Orbital gap   5.3 eV
Energy relative to the best compared isomer or geometry (same formula, charge and spin)   20.1 kcal per mole
Highest occupied orbital energy   -0.0608 Eh